Entry 1:
The following is a DFT calculation (ωB97M-V with the def2-TZVPD basis set) of a 2-piece molecular cluster, C4H5ClF2 overall in a non-equilibrium geometry.

Computed properties:
* relative energy (zero: lowest compared OMol25 entry of this formula, charge and spin): 289.1 kJ/mol
* strongest force on any atom: 6.3 eV Å⁻¹

Atoms and positions in Å:
1 C 0.6066 -0.1562 0.2513
2 C -0.0972 0.3415 -0.7506
3 C 2.0861 -0.2024 0.2602
4 C -2.1677 0.0185 -0.1196
5 F -2.6647 -0.9652 -0.7143
6 F -1.9478 -0.2551 1.1748
7 Cl -3.2727 1.4523 -0.2632
8 H 0.0483 -0.5551 1.0263
9 H 0.0323 0.5885 -1.8154
10 H 2.4436 0.7510 0.8723
11 H 2.4887 -1.1078 0.8046
12 H 2.4444 0.0899 -0.7266

natural (NBO) atomic charge list, values in e, 4 entries: atom 1 (C): -0.240, atom 2 (C): -0.181, atom 3 (C): -0.653, atom 4 (C): 0.678

***

Entry 2:
The following is a DFT calculation (ωB97M-V with the def2-TZVPD basis set) of an isolated ion of composition C4H8NOS and charge +1 in a non-equilibrium geometry.

Computed properties:
* relative energy (zero: lowest compared OMol25 entry of this formula, charge and spin): 54.8 kJ/mol
* strongest force on any atom: 3.1 eV Å⁻¹
* spin multiplicity: 3
* charge: +1

Atoms and positions in Å:
1 C -0.7291 -0.2128 -1.3892
2 C -0.3331 -0.6892 -0.0431
3 C 0.9392 1.4179 -0.2053
4 C -0.8640 -1.8316 0.7375
5 N 0.7881 0.0882 0.4811
6 O 0.3850 2.4142 0.5259
7 S -0.0864 1.1701 -1.9682
8 H -1.5623 -0.6520 -1.8473
9 H 1.9036 1.5704 -0.6851
10 H -0.1035 -2.2427 1.3302
11 H -1.3265 -2.5264 0.0378
12 H -1.6460 -1.4059 1.3705
13 H 0.6373 0.0887 1.4631
14 H 1.7157 -0.3808 0.2449
15 H 0.2819 3.1920 -0.0527

natural (NBO) atomic charge list, values in e, 4 entries: atom 1 (C): -0.606, atom 2 (C): 0.236, atom 3 (C): 0.217, atom 4 (C): -0.686

***

Entry 3:
The following is a DFT calculation (ωB97M-V with the def2-TZVPD basis set) of C5H11N3O as an isolated structure in a non-equilibrium geometry.

Computed properties:
* relative energy (zero: lowest compared OMol25 entry of this formula, charge and spin): 442.5 kJ/mol
* strongest force on any atom: 5.6 eV Å⁻¹

Atoms and positions in Å:
1 C 0.2644 0.9707 -0.3457
2 C 0.2991 -0.6207 -0.1946
3 C -1.1758 -1.0007 0.1304
4 C 1.4618 1.7166 -0.5827
5 C 1.1956 -1.1645 1.0056
6 N -0.8791 1.4413 -0.0004
7 N -1.7423 0.7092 0.5551
8 N -3.0413 1.0612 0.4376
9 O -1.8115 -1.3726 -0.9604
10 H 0.6803 -1.1698 -1.1470
11 H -1.4889 -1.5445 0.9899
12 H 1.8773 1.4634 -1.5320
13 H 2.2604 1.6078 0.2135
14 H 1.2439 2.7307 -0.5921
15 H 2.2284 -1.1866 0.6676
16 H 0.9300 -2.1925 1.2809
17 H 1.1692 -0.4677 1.8575
18 H -3.6493 0.5470 1.0261
19 H -3.4084 1.4688 -0.2964
20 H -1.2372 -1.2784 -1.7052

natural (NBO) atomic charge list, values in e, 4 entries: atom 1 (C): 0.135, atom 2 (C): -0.320, atom 3 (C): 0.238, atom 4 (C): -0.646

***

Entry 4:
The following is a DFT calculation (ωB97M-V with the def2-TZVPD basis set) of H2INP2 in the gas phase in a non-equilibrium geometry.

Computed properties:
* relative energy (zero: lowest compared OMol25 entry of this formula, charge and spin): 264.3 kJ/mol
* strongest force on any atom: 2.6 eV Å⁻¹
* SMILES string: N#[PH]PI

Atoms and positions in Å:
1 N 0.0289 3.0060 -0.0524
2 P -0.1744 1.5333 0.2663
3 P -1.4779 -0.5622 0.7380
4 I -3.6578 0.0676 -0.0370
5 H 0.7960 0.9802 1.0057
6 H -0.9789 -0.9633 -0.4402

natural (NBO) atomic charge list, values in e, 4 entries: atom 1 (N): -0.832, atom 2 (P): 0.928, atom 3 (P): 0.104, atom 4 (I): -0.057

***

Copy entry 4 word for word.
The following is a DFT calculation (ωB97M-V with the def2-TZVPD basis set) of H2INP2 in the gas phase in a non-equilibrium geometry.

Computed properties:
* relative energy (zero: lowest compared OMol25 entry of this formula, charge and spin): 264.3 kJ/mol
* strongest force on any atom: 2.6 eV Å⁻¹
* SMILES string: N#[PH]PI

Atoms and positions in Å:
1 N 0.0289 3.0060 -0.0524
2 P -0.1744 1.5333 0.2663
3 P -1.4779 -0.5622 0.7380
4 I -3.6578 0.0676 -0.0370
5 H 0.7960 0.9802 1.0057
6 H -0.9789 -0.9633 -0.4402

natural (NBO) atomic charge list, values in e, 4 entries: atom 1 (N): -0.832, atom 2 (P): 0.928, atom 3 (P): 0.104, atom 4 (I): -0.057

***

Question: What is the relative energy (zero: lowest compared OMol25 entry of this formula, charge and spin) in the fourth record?
Answer: 264.3 kJ/mol

***

Question: Which formula does entry 4 have?
Answer: H2INP2